Below is a structure of composition C36H29Cl5IrN3P2 at a distorted geometry, with properties calculated with ωB97M-V/def2-TZVPD.

Element x y z (Å)
Ir: 0.880 1.119 -1.265
Cl: 5.306 4.110 0.257
Cl: -0.385 4.277 -2.218
Cl: 3.989 6.855 -0.446
Cl: 3.659 1.477 -0.246
Cl: 1.129 6.937 -1.672
P: -1.513 0.279 -0.660
P: -0.129 -2.056 -0.750
N: 1.866 1.715 2.237
N: 2.207 -0.987 4.624
N: 0.892 0.903 4.663
C: 0.977 2.465 2.886
C: -4.910 -1.388 0.832
C: -3.197 -1.932 -1.286
C: 0.204 -4.526 0.561
C: -2.970 -0.822 -0.473
C: -3.827 3.394 -1.766
C: 0.243 -3.820 -0.643
C: 1.672 3.017 -1.049
C: 2.294 0.598 2.780
C: -0.721 0.007 0.993
C: -2.319 1.903 -0.631
C: -5.119 -2.510 0.033
C: 1.808 0.167 4.040
C: 3.712 4.181 -0.353
C: 0.873 -5.831 -1.812
C: -0.241 -1.450 0.991
C: 0.553 -4.487 -1.835
C: -3.087 2.226 -1.752
C: 1.830 5.443 -1.220
C: -3.797 4.240 -0.662
C: 0.865 -6.524 -0.607
C: 2.654 -0.325 -3.263
C: 3.832 -1.454 -1.490
C: 3.840 -0.727 -2.682
C: -3.849 -0.540 0.576
C: 1.137 4.252 -1.419
C: 0.536 -5.870 0.574
C: -2.267 2.763 0.463
C: 0.488 2.037 4.115
C: 2.639 -1.762 -0.866
C: -4.271 -2.775 -1.029
C: 2.974 3.031 -0.550
C: -3.025 3.923 0.447
C: 1.423 -0.631 -2.652
C: 3.120 5.411 -0.675
C: 1.420 -1.362 -1.429
H: -0.244 2.610 4.673
H: -2.566 -2.126 -2.146
H: 0.723 -1.564 1.490
H: 0.661 3.391 2.420
H: -1.417 0.205 1.807
H: 2.663 0.190 -4.215
H: 3.020 -1.468 4.289
H: 1.925 -1.149 5.576
H: -5.953 -3.168 0.235
H: 4.781 -0.499 -3.163
H: 4.763 -1.798 -1.059
H: -0.061 -4.040 1.490
H: 1.121 -6.343 -2.732
H: 3.034 0.021 2.228
H: -0.976 -2.083 1.490
H: -3.709 0.346 1.184
H: -5.583 -1.171 1.651
H: 0.530 -6.409 1.512
H: -4.455 -3.627 -1.670
H: 1.104 -7.579 -0.588
H: -3.110 1.553 -2.603
H: -1.650 2.527 1.322
H: -4.373 5.156 -0.671
H: -4.433 3.643 -2.626
H: 0.555 -3.948 -2.776
H: 0.124 0.702 1.105
H: 2.635 -2.356 0.041
H: 0.512 -0.545 -3.239
H: -3.015 4.579 1.307

Computed properties:
* largest force on an atom: 1.77 eV/A
* net charge: +2
* relative energy (zero: lowest compared OMol25 entry of this formula, charge and spin): 56.2 kcal per mole
* lowest unoccupied orbital energy (spin up / spin down): -5.8 / -9.2 eV
* orbital gap (spin up / spin down): 7.5 / 4.1 eV
* spin multiplicity: 5

Below is a structure of composition C36H29ErN9O2S7 at a distorted geometry, with properties calculated with ωB97M-V/def2-TZVPD.

Element x y z (Å)
Er: -0.682 0.825 -0.240
S: -4.994 0.894 1.681
S: -0.719 -0.241 3.341
S: -2.177 2.256 1.638
S: 3.188 1.079 3.409
S: 2.321 2.055 -2.966
S: -0.314 2.300 -4.540
S: 0.802 6.030 0.349
O: 2.365 1.772 -4.387
O: 2.351 3.374 -2.428
N: -1.246 1.058 -2.383
N: 7.379 -0.315 -1.141
N: 0.214 3.442 0.105
N: -0.121 -1.436 -0.919
N: -1.270 -2.924 2.121
N: -0.813 -0.699 1.698
N: 1.677 1.210 1.180
N: -3.067 0.527 -0.141
N: 0.996 1.131 -2.310
C: 6.081 0.042 -1.501
C: 3.640 1.127 -2.199
C: -0.924 -2.887 6.299
C: -2.324 1.305 -3.243
C: 2.436 2.561 2.971
C: -1.366 -3.714 -1.914
C: 1.084 3.623 1.184
C: -1.367 -4.160 4.292
C: -0.077 4.665 -0.393
C: -0.064 1.338 -3.015
C: -1.196 -2.956 3.521
C: -0.182 -3.227 -2.524
C: 5.422 -0.459 -2.599
C: -0.796 -1.751 4.169
C: -0.750 -1.749 5.556
C: 2.415 0.346 1.908
C: -0.958 4.935 -1.597
C: 2.646 -1.052 1.462
C: -2.018 1.955 -4.448
C: 1.700 2.478 1.815
C: 4.219 0.152 -2.970
C: 4.230 1.558 -1.042
C: -0.971 -2.174 -0.139
C: -3.343 1.245 0.955
C: -4.240 -1.250 -1.573
C: -1.195 -4.091 5.698
C: 1.368 4.935 1.506
C: 0.291 -1.991 -2.072
C: -6.420 -0.937 0.172
C: -1.032 -1.910 1.301
C: -5.311 -0.143 0.355
C: -4.161 -0.317 -0.513
C: 5.519 1.090 -0.729
C: -5.435 -1.912 -1.825
C: -1.716 -3.243 -0.650
C: -6.485 -1.794 -0.936
H: 3.714 2.318 -0.432
H: -0.978 -2.812 7.354
H: 5.829 -1.233 -3.244
H: -2.004 4.888 -1.201
H: 3.577 -1.168 0.946
H: -7.155 -0.922 0.941
H: -1.418 -4.988 6.285
H: 2.526 -1.684 2.347
H: -2.572 -3.655 -0.121
H: 0.257 -3.741 -3.386
H: 7.836 -0.006 -0.307
H: 2.734 3.462 3.518
H: -5.512 -2.550 -2.708
H: 1.953 5.155 2.382
H: 7.809 -1.073 -1.656
H: 1.852 -1.323 0.677
H: -1.884 -4.583 -2.414
H: 5.899 1.351 0.248
H: 1.090 -1.432 -2.559
H: -2.696 2.472 -5.117
H: -0.414 -0.872 6.118
H: -3.411 -1.359 -2.246
H: -1.545 -3.805 1.699
H: -1.626 -5.098 3.853
H: -3.356 1.053 -2.925
H: -7.421 -2.303 -1.219
H: 3.743 -0.091 -3.933
H: -0.709 4.127 -2.296
H: -0.729 5.901 -1.950

Computed properties:
* largest force on an atom: 3.63 eV/A
* net charge: +1
* relative energy (zero: lowest compared OMol25 entry of this formula, charge and spin): 9.4 kcal per mole
* lowest unoccupied orbital energy (spin up / spin down): -3.6 / -3.6 eV
* orbital gap (spin up / spin down): 6.3 / 6.3 eV
* spin multiplicity: 4

Below is a structure of composition C36H29MoN8O4 at a distorted geometry, with properties calculated with ωB97M-V/def2-TZVPD.

Element x y z (Å)
Mo: 0.178 -0.105 -0.213
O: 1.566 1.990 3.131
O: 0.065 0.381 -2.180
O: 0.795 -1.341 1.098
O: -0.399 2.236 -3.962
N: 1.143 -1.505 -2.838
N: -1.637 -1.275 -0.659
N: 2.059 0.873 -0.170
N: 1.179 -1.663 -1.439
N: 0.113 1.091 1.558
N: -1.144 1.757 -0.571
N: -3.109 0.540 -1.117
N: -2.108 -0.852 2.212
C: -3.218 2.893 -0.878
C: 2.238 -4.134 2.854
C: 1.305 1.525 2.030
C: 2.655 -4.399 0.514
C: -2.610 4.109 -0.721
C: 0.298 -0.632 -6.874
C: 0.489 -0.968 -5.552
C: 2.384 1.481 0.980
C: -1.006 1.287 2.496
C: 2.952 0.890 -1.174
C: 1.830 -2.713 -1.081
C: -0.556 2.968 -0.438
C: -0.101 0.664 -7.198
C: 1.983 -3.190 0.264
C: -1.565 0.007 3.075
C: -0.315 1.604 -6.211
C: 0.280 -0.030 -4.533
C: 2.781 -4.873 1.797
C: -0.142 1.267 -4.872
C: -3.452 -2.977 -1.916
C: -3.660 -1.622 -1.884
C: -2.443 1.723 -0.837
C: 1.576 -2.945 2.632
C: -2.354 -3.498 -1.236
C: -1.229 4.152 -0.520
C: 3.584 2.132 1.166
C: -2.566 -2.013 2.679
C: -1.949 -1.477 4.911
C: -1.499 -2.623 -0.628
C: -1.475 -0.265 4.436
C: 1.437 -2.470 1.330
C: -2.503 -2.377 4.015
C: 4.489 2.175 0.121
C: -2.746 -0.793 -1.222
C: 0.512 -0.425 -3.135
C: 4.164 1.538 -1.068
H: -1.879 -1.719 5.966
H: -2.166 -4.562 -1.185
H: -4.057 0.695 -1.404
H: -0.624 2.615 -6.451
H: 2.264 -3.295 -1.889
H: -1.032 0.468 5.102
H: -0.638 1.910 3.302
H: -0.253 0.939 -8.235
H: 0.809 -1.962 -5.267
H: 3.292 -5.809 1.987
H: 2.686 0.366 -2.082
H: 5.429 2.703 0.225
H: -4.525 -1.180 -2.365
H: 4.843 1.532 -1.911
H: -2.879 -3.340 4.338
H: -0.328 1.844 -3.079
H: 3.068 -4.950 -0.325
H: 2.342 -4.498 3.870
H: 1.155 -2.364 3.444
H: 0.462 -1.365 -7.654
H: -4.286 2.817 -1.047
H: -1.814 1.816 1.983
H: -4.143 -3.625 -2.441
H: -0.696 5.088 -0.420
H: 3.758 2.597 2.127
H: 0.508 2.960 -0.255
H: -3.195 5.020 -0.761
H: -3.011 -2.685 1.948
H: -0.661 -2.994 -0.062

Computed properties:
* largest force on an atom: 1.40 eV/A
* net charge: +1
* relative energy (zero: lowest compared OMol25 entry of this formula, charge and spin): 0.0 kcal per mole
* lowest unoccupied orbital energy (spin up / spin down): -2.6 / -3.6 eV
* orbital gap (spin up / spin down): 7.8 / 7.0 eV
* spin multiplicity: 3

Copy entry 1 word for word.
Below is a structure of composition C36H29Cl5IrN3P2 at a distorted geometry, with properties calculated with ωB97M-V/def2-TZVPD.

Element x y z (Å)
Ir: 0.880 1.119 -1.265
Cl: 5.306 4.110 0.257
Cl: -0.385 4.277 -2.218
Cl: 3.989 6.855 -0.446
Cl: 3.659 1.477 -0.246
Cl: 1.129 6.937 -1.672
P: -1.513 0.279 -0.660
P: -0.129 -2.056 -0.750
N: 1.866 1.715 2.237
N: 2.207 -0.987 4.624
N: 0.892 0.903 4.663
C: 0.977 2.465 2.886
C: -4.910 -1.388 0.832
C: -3.197 -1.932 -1.286
C: 0.204 -4.526 0.561
C: -2.970 -0.822 -0.473
C: -3.827 3.394 -1.766
C: 0.243 -3.820 -0.643
C: 1.672 3.017 -1.049
C: 2.294 0.598 2.780
C: -0.721 0.007 0.993
C: -2.319 1.903 -0.631
C: -5.119 -2.510 0.033
C: 1.808 0.167 4.040
C: 3.712 4.181 -0.353
C: 0.873 -5.831 -1.812
C: -0.241 -1.450 0.991
C: 0.553 -4.487 -1.835
C: -3.087 2.226 -1.752
C: 1.830 5.443 -1.220
C: -3.797 4.240 -0.662
C: 0.865 -6.524 -0.607
C: 2.654 -0.325 -3.263
C: 3.832 -1.454 -1.490
C: 3.840 -0.727 -2.682
C: -3.849 -0.540 0.576
C: 1.137 4.252 -1.419
C: 0.536 -5.870 0.574
C: -2.267 2.763 0.463
C: 0.488 2.037 4.115
C: 2.639 -1.762 -0.866
C: -4.271 -2.775 -1.029
C: 2.974 3.031 -0.550
C: -3.025 3.923 0.447
C: 1.423 -0.631 -2.652
C: 3.120 5.411 -0.675
C: 1.420 -1.362 -1.429
H: -0.244 2.610 4.673
H: -2.566 -2.126 -2.146
H: 0.723 -1.564 1.490
H: 0.661 3.391 2.420
H: -1.417 0.205 1.807
H: 2.663 0.190 -4.215
H: 3.020 -1.468 4.289
H: 1.925 -1.149 5.576
H: -5.953 -3.168 0.235
H: 4.781 -0.499 -3.163
H: 4.763 -1.798 -1.059
H: -0.061 -4.040 1.490
H: 1.121 -6.343 -2.732
H: 3.034 0.021 2.228
H: -0.976 -2.083 1.490
H: -3.709 0.346 1.184
H: -5.583 -1.171 1.651
H: 0.530 -6.409 1.512
H: -4.455 -3.627 -1.670
H: 1.104 -7.579 -0.588
H: -3.110 1.553 -2.603
H: -1.650 2.527 1.322
H: -4.373 5.156 -0.671
H: -4.433 3.643 -2.626
H: 0.555 -3.948 -2.776
H: 0.124 0.702 1.105
H: 2.635 -2.356 0.041
H: 0.512 -0.545 -3.239
H: -3.015 4.579 1.307

Computed properties:
* largest force on an atom: 1.77 eV/A
* net charge: +2
* relative energy (zero: lowest compared OMol25 entry of this formula, charge and spin): 56.2 kcal per mole
* lowest unoccupied orbital energy (spin up / spin down): -5.8 / -9.2 eV
* orbital gap (spin up / spin down): 7.5 / 4.1 eV
* spin multiplicity: 5

Which formula does entry 3 have?
C36H29MoN8O4